ORCA calculation (the ωB97M-V functional and the def2-TZVPD basis) on an isolated molecule of C15H23N3OS in a non-equilibrium geometry.

Structure (ORCA input):
```
! wB97M-V def2-TZVPD RIJCOSX def2/J DEFGRID3
* xyz 0 1
O 3.21534 5.77118 0.41879
C 3.98138 4.72789 -0.21583
C 3.24105 3.82530 -1.12601
N 2.09053 3.32951 -0.45341
C 0.98944 3.07682 -0.96283
C 1.12835 1.69638 -2.00480
N 1.51554 0.59017 -1.15341
C 0.59679 -0.43970 -0.69571
S 1.40451 -1.77683 0.27133
N -0.47558 -0.46579 -1.29139
C -1.49346 -1.57405 -0.78724
C -2.37512 -1.16374 0.57387
C -3.13443 -2.33929 0.93601
C -4.48770 -2.52203 0.57152
C -5.23239 -3.45075 1.01574
C -4.72019 -4.58105 1.33689
C -3.21794 -4.62238 1.81862
C -2.48495 -3.63974 1.45250
C 2.81090 0.71015 -0.44132
C 2.65927 2.10013 0.32474
H 2.52102 5.42251 0.70260
H 4.58522 4.10829 0.55640
H 4.98985 5.45225 -0.62123
H 4.17482 3.12136 -1.46002
H 2.74268 4.42334 -1.75282
H 0.72056 4.00918 -1.46227
H 0.27911 2.80539 -0.23221
H 0.15421 1.49215 -2.59120
H 1.94032 1.86874 -2.35926
H -1.18280 0.49886 -1.58695
H -1.00988 -2.44291 -0.90954
H -2.25833 -1.48045 -1.51347
H -1.42329 -1.05086 1.37897
H -2.85924 -0.31701 0.54809
H -4.83885 -1.60854 0.18176
H -6.50082 -3.28722 0.70354
H -5.40938 -5.53385 1.65953
H -2.83353 -5.70377 1.85967
H -1.42242 -3.58245 1.75096
H 2.93721 0.00659 0.22939
H 3.64330 0.72736 -1.11200
H 3.64702 2.22338 0.93700
H 1.85404 2.02119 1.22564
*
```

Highest occupied orbital energy, eV: -7.6251
Frontier orbital gap, eV: 7.63
Largest force on an atom, eV Å⁻¹: 14.99
Relative energy (zero: lowest compared OMol25 entry of this formula, charge and spin), kJ/mol: 1387.39
Total energy, eV: -33268.1166